22
Properties=species:S:1:pos:R:3:forces:R:3:nbo_charge:R:1 method="wB97M-V/def2-TZVPD" charge=0 multiplicity=3 gap_ev="5.5 / 7.2" de_lowest_kj_mol=216.3
C 4.003966 -0.690318 -0.372542 1.429 -2.576 -0.777 -0.424
C 3.015672 -0.768407 0.494432 -1.506 0.898 1.197 -0.456
C -1.850718 -0.946733 0.338348 0.216 1.036 3.519 -0.597
C -1.163114 1.362437 1.050197 -0.622 -0.933 2.039 -0.623
C -1.018464 0.715472 -1.310340 -1.870 -0.398 -2.052 -0.630
C -0.859605 0.151423 0.109175 0.210 1.978 0.026 0.050
N 0.454410 -0.474268 0.374850 -2.780 1.663 -4.559 -0.606
O 2.212460 1.321472 -0.763346 0.076 1.484 -1.393 -0.844
S 1.937935 0.698854 0.525020 3.058 -0.397 1.462 1.185
H 4.561835 -1.666885 -0.488363 -0.230 1.419 0.027 0.205
H 4.219295 0.121059 -1.068884 -0.264 -0.201 0.474 0.238
H 2.736471 -1.632064 1.170071 0.608 1.180 -0.873 0.225
H -1.518847 -1.831908 -0.020196 1.263 -2.879 -1.277 0.214
H -2.106931 -1.128178 1.422183 0.521 0.378 -0.816 0.202
H -2.732643 -0.767873 -0.124634 -2.872 0.820 -1.418 0.214
H -0.772704 1.183676 2.061116 0.265 -0.281 -0.085 0.206
H -2.248003 1.377634 1.294868 0.412 0.313 -0.769 0.215
H -0.788294 2.354177 0.823347 -0.012 -0.097 -0.748 0.229
H -2.120728 0.625860 -1.653319 1.534 -0.267 0.728 0.206
H -0.860947 1.762400 -1.635751 0.712 -0.338 1.249 0.235
H -0.452204 0.114141 -2.009137 0.141 -0.248 -0.270 0.225
H 0.353335 -0.932240 1.181559 -0.289 -2.554 4.315 0.331